## w
C2ClF3O3S | the ωB97M-V functional and the def2-TZVPD basis

Each line ends with the natural charge from an NBO analysis.
Atoms and positions in Å:
O: -0.08 -0.64 1.83  -0.403
C: -0.02 -0.37 0.69  0.379
C: -0.97 -0.76 -0.56  0.921
F: -0.93 0.28 -1.39  -0.288
F: -0.36 -1.79 -1.17  -0.309
F: -2.12 -1.10 -0.15  -0.261
S: 1.41 1.10 0.22  1.870
O: 2.58 0.39 0.74  -0.893
O: 1.34 1.58 -1.12  -0.874
Cl: 1.13 2.61 1.40  -0.141

Output
SMILES string: O=C(C(F)(F)F)S(=O)(=O)Cl
Kohn-Sham gap, eV: 9.50
Net charge: 0
LUMO, eV: -1.15

## x
C2ClF3O3S | the ωB97M-V functional and the def2-TZVPD basis

Each line ends with the natural charge from an NBO analysis.
Atoms and positions in Å:
C: 0.15 0.49 -0.89  0.758
C: -0.91 0.75 0.22  0.914
O: 0.55 0.75 -1.95  -0.407
O: 1.99 -2.86 0.41  -0.813
O: 0.64 -0.65 -0.05  -0.881
F: -1.92 1.87 -0.11  -0.377
F: -1.73 -0.40 0.42  -0.303
F: -0.51 1.26 1.45  -0.297
S: 1.76 -1.61 1.07  1.543
Cl: 3.30 -0.48 0.95  -0.137

Output
Kohn-Sham gap, eV: 10.32
Net charge: 0
LUMO, eV: -1.15

Preferred: w; penalty for the next structure: 1.291 eV.